Computed, not measured: a molecular structure, C13H39AsF6O6 at a distorted geometry, with ωB97M-V with the def2-TZVPD basis set.

Results
multiplicity: 2
largest force on an atom: 3.0 eV Å⁻¹
HOMO-LUMO gap (alpha / beta): 4.9 / 9.8 eV
net charge: -1
DFT total energy: -3805.1167 Ha

Each line ends with the Löwdin charge.
Geometry (Å):
O  1.06159  -0.56522  -4.82296  0.062
H  1.04447  -1.50505  -5.01801  0.032
H  0.37429  -0.13029  -5.33290  0.041
H  1.88797  -0.11950  -5.02304  0.033
As  -0.31247  -0.03994  -0.49433  0.956
F  -0.26855  1.71695  -0.22225  -0.258
F  -2.08868  -0.05373  -0.89425  -0.268
F  -0.11522  -1.85818  -0.79442  -0.307
F  1.45480  -0.15354  -0.18052  -0.290
F  -0.71561  -0.18310  1.21995  -0.254
F  0.05632  0.11040  -2.22304  -0.305
C  -1.58422  -2.89857  3.52287  -0.075
C  -2.83775  -3.06701  2.55770  -0.277
O  -2.21092  -3.22608  1.30953  -0.111
H  -0.93473  -2.10089  3.16237  0.048
H  -0.85115  -3.70521  3.52884  0.062
H  -1.92515  -2.80116  4.55359  0.056
H  -3.54267  -2.23651  2.51944  0.104
H  -3.38040  -3.99787  2.72240  0.098
H  -1.86685  -2.40385  0.95291  0.040
C  3.77676  -1.30582  -1.97235  -0.085
C  3.29956  -2.69757  -2.55444  -0.333
O  3.92299  -2.92024  -3.77031  -0.123
H  3.03990  -0.54180  -2.22016  0.034
H  4.68472  -0.97296  -2.47525  0.061
H  3.93288  -1.26605  -0.89433  0.061
H  2.22826  -2.61944  -2.73970  0.084
H  3.62062  -3.39680  -1.78236  0.105
H  3.94850  -3.87045  -3.90463  0.078
C  2.07639  4.93129  1.76259  -0.056
C  2.02151  4.26516  0.36600  -0.469
C  2.58715  2.85896  0.10999  -0.062
O  0.71853  4.28567  -0.19809  -0.061
H  1.42877  4.42006  2.47486  0.057
H  1.64490  5.93213  1.74700  0.068
H  3.10726  4.99177  2.11151  0.071
H  2.63811  4.95723  -0.20753  0.120
H  3.67400  2.78052  0.13663  0.069
H  2.39969  2.57355  -0.92514  0.082
H  2.29390  2.09166  0.82648  0.054
H  0.19391  3.52652  0.06662  0.047
C  -4.30720  -1.36752  -4.88181  -0.057
C  -4.17090  -0.58136  -3.55291  -0.506
C  -4.48650  -1.59955  -2.44367  -0.078
O  -2.87540  -0.16033  -3.32243  -0.085
H  -4.01169  -0.62896  -5.62700  0.066
H  -5.33155  -1.70436  -5.04100  0.069
H  -3.61220  -2.20669  -4.91123  0.078
H  -4.77660  0.31313  -3.40765  0.130
H  -4.62644  -1.08463  -1.49322  0.069
H  -3.69045  -2.33401  -2.32136  0.087
H  -5.37119  -2.20701  -2.63458  0.065
H  -2.69652  -0.01123  -2.39110  0.016
C  1.69356  0.81984  3.75559  -0.040
C  0.53012  0.81193  4.74700  -0.508
C  0.52059  2.02026  5.66387  -0.069
O  -0.66738  0.73858  3.99147  -0.053
H  2.66338  0.57082  4.18634  0.081
H  1.71986  1.86867  3.46003  0.068
H  1.43399  0.14059  2.94357  0.076
H  0.54541  -0.04402  5.42170  0.128
H  0.42512  2.97962  5.15532  0.075
H  1.38298  2.03910  6.33024  0.076
H  -0.36627  1.86034  6.27708  0.074
H  -0.40810  0.96173  3.09450  0.047

Computed, not measured: C11H10O5 in the gas phase at a distorted geometry, with ωB97M-V with the def2-TZVPD basis set.

Results
SMILES: O=c1occ([C@H](O)CO)c2cccc(O)c12
energy above the lowest of the compared OMol25 structures with the same formula, charge and spin: 223.76 kJ/mol
largest force on an atom: 5.3 eV Å⁻¹
HOMO-LUMO gap: 8.8 eV
net charge: 0
DFT total energy: -801.3189 Ha

Each line ends with the Löwdin charge.
Geometry (Å):
O  3.74439  -1.04799  0.07322  0.107
C  2.62498  -0.77634  -0.32014  -0.378
O  2.18181  -1.10691  -1.51495  0.110
C  0.98490  -0.74295  -1.98411  -0.005
C  -0.05880  -0.18286  -1.16069  -0.065
C  -1.35749  0.15104  -1.81617  -0.299
O  -1.53715  1.59605  -1.49906  -0.019
C  -2.52710  -0.69962  -1.36030  -0.256
O  -3.76634  -0.08143  -1.31827  -0.048
C  0.33731  0.05743  0.26801  -0.118
C  -0.54987  0.61770  1.18169  -0.022
C  -0.21993  0.85068  2.52342  -0.069
C  1.03671  0.59026  2.89984  -0.024
C  1.97179  0.06250  1.98576  -0.197
O  3.20971  -0.23417  2.51595  0.047
C  1.62601  -0.22083  0.65628  -0.011
H  0.77683  -1.10073  -3.03616  0.151
H  -1.27691  -0.00614  -2.93477  0.156
H  -1.43124  2.07588  -2.29377  0.068
H  -2.67527  -1.69618  -2.01869  0.179
H  -2.16376  -0.95912  -0.36265  0.103
H  -3.71574  0.52785  -0.54185  0.110
H  -1.63637  0.77289  0.93977  0.121
H  -0.83094  1.36479  3.23545  0.110
H  1.33730  0.77884  3.95843  0.140
H  3.91517  -0.59064  1.92378  0.110

Computed, not measured: a molecular structure, C3H9N at a distorted geometry, with ωB97M-V with the def2-TZVPD basis set.

Results
multiplicity: 2
energy above the lowest of the compared OMol25 structures with the same formula, charge and spin: 430.29 kJ/mol
largest force on an atom: 2.4 eV Å⁻¹
HOMO-LUMO gap (alpha / beta): 5.6 / 5.5 eV
net charge: -1
DFT total energy: -174.2248 Ha

Each line ends with the Löwdin charge.
Geometry (Å):
C  -0.70394  0.02270  2.24306  -0.215
C  -2.02038  -0.51428  1.88635  -0.206
N  0.15522  0.32737  -0.59657  -0.179
C  -0.36612  0.75593  -1.63266  -0.541
H  -2.36302  -1.43242  2.34619  0.032
H  -0.16101  -0.37780  3.09905  0.025
H  -0.43178  1.03362  1.98038  0.020
H  -2.75250  0.12465  1.41696  0.037
H  5.44233  -0.28924  -3.92904  0.000
H  -1.05813  -0.63435  1.06796  0.091
H  -1.41249  0.47858  -1.95104  -0.028
H  0.13274  1.44062  -2.36770  -0.035
H  5.53907  -0.93538  -3.56295  0.000